[1]
The following is a quantum chemistry calculation of a structure of composition C28H48CuN5O6P2S2, from the Open Molecules 2025 dataset.

Structure (XYZ):
```
92
Properties=species:S:1:pos:R:3:lowdin_charge:R:1
Cu -0.88032 -0.56067 1.13278 0.392
C -2.43798 -5.07177 -2.35612 -0.082
C -1.00327 -4.86873 -1.87746 -0.277
N -0.91936 -4.61220 -0.44551 -0.010
C -1.15977 -3.40975 0.11804 -0.758
S -1.08148 -1.96789 -0.83898 0.757
N -1.44859 -3.41685 1.39824 0.008
N -1.58526 -2.20963 1.96292 -0.056
C -2.31509 -2.06387 3.01639 -0.237
C -3.10504 -3.18507 3.61020 -0.007
C -2.30318 -0.72911 3.61407 -0.201
C -3.03854 -0.39041 4.74420 0.013
C -2.89030 0.87500 5.28621 -0.031
C -1.99623 1.75965 4.70442 -0.023
C -1.31474 1.35306 3.56945 -0.120
N -1.48426 0.15721 3.02836 0.029
H -2.44504 -5.28686 -3.42506 0.076
H -3.03025 -4.17405 -2.17915 0.066
H -2.89815 -5.91187 -1.83451 0.075
H -0.55523 -4.01723 -2.38660 0.068
H -0.40952 -5.75880 -2.08673 0.115
H -1.12589 -5.39228 0.16138 0.139
H -3.09279 -4.02790 2.92672 0.070
H -4.13654 -2.87945 3.78662 0.089
H -2.67274 -3.50405 4.56144 0.097
H -3.71037 -1.10705 5.19393 0.115
H -3.45224 1.16113 6.16490 0.118
H -1.82451 2.73961 5.12578 0.114
H -0.58076 1.98737 3.09029 0.090
C -2.12215 4.40062 -2.85978 -0.036
C -2.94509 3.13111 -2.72990 -0.407
C -2.81518 2.23683 -3.95185 -0.039
O -2.64122 2.39038 -1.52298 -0.145
P -1.29316 1.99981 -0.82332 0.494
O -1.63568 1.17812 0.35998 -0.278
C -0.19185 1.21271 -2.02558 -0.199
P 1.30851 0.65722 -1.16455 0.469
O 1.10187 -0.01024 0.13679 -0.342
O 1.94887 -0.21027 -2.33173 -0.187
C 3.06215 -1.12083 -2.11950 -0.429
C 2.53757 -2.53359 -1.94129 -0.048
C 3.96601 -1.01231 -3.33264 -0.032
O 2.26760 1.89327 -0.95751 -0.166
C 2.88514 2.61948 -2.05638 -0.430
C 4.38867 2.53047 -1.87228 -0.029
C 2.40631 4.06181 -2.04963 -0.030
O -0.49420 3.31512 -0.45818 -0.195
C -0.54539 3.88621 0.88808 -0.417
C -0.82618 5.37092 0.75351 -0.029
C 0.76690 3.60182 1.59447 -0.033
H -2.46881 4.95930 -3.72821 0.096
H -1.06335 4.17050 -2.99553 0.072
H -2.23198 5.03035 -1.97812 0.074
H -3.99328 3.39506 -2.59074 0.148
H -1.76773 2.06078 -4.20240 0.071
H -3.29204 2.71911 -4.80399 0.093
H -3.30648 1.27982 -3.77714 0.092
H 0.07771 1.90722 -2.82130 0.080
H -0.68512 0.33390 -2.44223 0.064
H 3.60277 -0.80337 -1.22051 0.142
H 2.00921 -2.84520 -2.84309 0.093
H 1.83734 -2.58078 -1.10894 0.036
H 3.37175 -3.21588 -1.77086 0.091
H 3.42372 -1.32628 -4.22498 0.094
H 4.83469 -1.65745 -3.20544 0.094
H 4.31018 0.01087 -3.48045 0.068
H 2.60115 2.13496 -2.99581 0.133
H 4.66431 2.95569 -0.90720 0.095
H 4.89170 3.08672 -2.66269 0.096
H 4.72511 1.49430 -1.90087 0.066
H 2.84303 4.59509 -1.20437 0.089
H 1.32232 4.11265 -1.96708 0.057
H 2.71924 4.55516 -2.96956 0.094
H -1.36836 3.40689 1.41987 0.123
H -0.05551 5.84514 0.14425 0.091
H -0.82307 5.83028 1.74132 0.092
H -1.79915 5.54279 0.29374 0.077
H 1.58970 4.08071 1.06425 0.085
H 0.96653 2.52897 1.63128 0.069
H 0.73164 3.99726 2.61013 0.095
S 1.51472 -0.59266 3.23594 0.669
C 1.56789 -2.23417 2.92711 -0.781
N 2.13303 -2.69012 1.76792 0.067
C 2.27065 -4.00227 1.45580 -0.084
C 1.81441 -4.96152 2.29729 -0.068
C 1.18826 -4.55849 3.49982 -0.049
C 1.07421 -3.23647 3.80760 -0.102
H 2.41820 -1.96711 1.11992 0.113
H 2.76270 -4.23151 0.52276 0.117
H 1.93248 -6.00661 2.05548 0.108
H 0.80817 -5.31007 4.17946 0.115
H 0.61598 -2.89976 4.72562 0.105
```

The relative energy (zero: lowest compared OMol25 entry of this formula, charge and spin) comes out at 48.0 kJ/mol. The value obtained for the LUMO energy (alpha / beta) is -2.500 / -3.088 eV. Its multiplicity is 2. As for the charge: +1.

---

[2]
The following is a quantum chemistry calculation of a cluster of 8 separate species, C28H48O22 in total, from the Open Molecules 2025 dataset.

Structure (XYZ):
```
98
Properties=species:S:1:pos:R:3:lowdin_charge:R:1
C 3.06134 -1.14326 3.13237 0.012
C 2.69860 -1.78714 4.46368 -0.341
C 1.23664 -1.76089 4.74509 -0.115
O 0.96034 -3.06531 5.14740 0.060
C 2.02448 -3.89653 4.83770 -0.549
O 2.09591 -5.05617 5.00686 0.176
O 3.01889 -3.12636 4.38881 0.094
H 2.64057 -1.75088 2.26694 0.107
H 4.05666 -1.04064 2.92633 0.048
H 2.68776 -0.13492 3.02741 0.073
H 3.29011 -1.35898 5.21064 0.139
H 0.64973 -1.52981 3.84411 0.128
H 1.00621 -1.06874 5.64717 0.172
C 1.56153 -6.69884 1.73681 -0.031
C 2.47721 -5.52840 1.65785 -0.320
C 3.15887 -5.19376 0.34092 -0.133
O 2.33474 -4.29017 -0.32256 0.041
C 1.46316 -3.73256 0.61277 -0.536
O 0.77794 -2.79659 0.40770 0.162
O 1.61116 -4.37194 1.78365 0.050
H 0.66419 -6.63957 1.02413 0.123
H 1.08156 -6.70503 2.73803 0.096
H 2.16661 -7.60228 1.56839 0.094
H 3.21489 -5.48327 2.55659 0.181
H 3.25437 -6.08144 -0.25744 0.128
H 4.16300 -4.61831 0.57484 0.169
C 5.23114 -2.00418 -1.93169 -0.040
C 5.94086 -0.72009 -2.30809 -0.307
C 5.28648 0.61017 -1.81607 -0.069
O 6.49092 1.41152 -1.63001 0.047
C 7.53189 0.57653 -1.36389 -0.631
O 8.54639 1.00926 -1.01884 0.199
O 7.25689 -0.67682 -1.69410 0.089
H 6.01547 -2.77136 -2.31173 0.112
H 4.28325 -2.22961 -2.51731 0.101
H 5.01641 -2.23581 -0.86460 0.083
H 6.09665 -0.56907 -3.40616 0.167
H 4.74993 0.56396 -0.87496 0.126
H 4.61947 1.04277 -2.56301 0.126
C -0.92059 5.85138 1.60040 -0.031
C -1.32711 4.49940 1.24304 -0.332
C -1.71583 3.57605 2.42110 -0.033
O -3.02827 3.03574 1.99655 0.049
C -3.41576 3.60920 0.82154 -0.589
O -4.33906 3.28663 0.17947 0.173
O -2.56160 4.58922 0.47366 0.058
H -0.75656 6.49244 0.73559 0.094
H 0.05848 5.78326 2.13495 0.112
H -1.68718 6.17245 2.35024 0.111
H -0.60262 3.88347 0.63213 0.163
H -1.89212 4.17572 3.32144 0.130
H -1.00666 2.74541 2.56487 0.124
C -4.46125 5.32314 -4.83299 -0.020
C -3.27312 5.12264 -3.93337 -0.297
C -3.62905 4.31115 -2.69013 -0.128
O -2.61965 3.34531 -2.52566 0.038
C -2.02415 3.18541 -3.73175 -0.557
O -1.44964 2.17942 -4.05128 0.140
O -2.29792 4.23078 -4.52332 0.093
H -5.31326 5.75030 -4.34677 0.081
H -4.63627 4.29791 -5.14705 0.094
H -4.31975 5.98576 -5.73111 0.104
H -2.79034 6.05255 -3.64892 0.149
H -4.58416 3.79316 -2.83801 0.128
H -3.75278 4.88823 -1.71912 0.141
C 1.03644 -0.10784 -1.91453 -0.011
C 0.19152 0.86900 -1.22188 -0.247
C -0.72940 0.17627 -0.23326 -0.096
O -0.04114 0.30698 1.02078 0.056
C 0.83543 1.31304 0.92244 -0.607
O 1.44205 1.76432 1.86113 0.111
O 1.00182 1.75105 -0.33072 0.093
H 1.93507 0.28333 -2.42740 0.096
H 0.49099 -0.61163 -2.67679 0.091
H 1.33418 -0.92745 -1.30263 0.067
H -0.33418 1.53938 -1.82871 0.118
H -0.89305 -0.90503 -0.44964 0.127
H -1.67065 0.68161 -0.15337 0.107
O -2.77058 -0.70265 -2.21940 -0.054
C -3.78907 0.08709 -1.66904 -0.265
C -4.91927 0.35182 -2.64077 -0.222
O -4.50135 1.21687 -3.70531 -0.088
H -2.99736 -1.63973 -2.23897 0.100
H -4.29833 -0.29784 -0.77158 0.110
H -3.34818 1.12013 -1.49079 0.124
H -5.67800 0.89503 -2.08846 0.118
H -5.33959 -0.50627 -3.18570 0.124
H -3.72171 0.76950 -4.09465 0.089
O -3.82243 -2.26305 0.37702 -0.084
C -2.73184 -2.74737 1.13950 -0.230
C -2.34168 -1.74458 2.24760 -0.192
O -3.41422 -1.65188 3.22367 -0.073
H -4.66949 -2.44952 0.83927 0.113
H -2.90192 -3.71212 1.53814 0.105
H -1.88803 -2.87146 0.44643 0.103
H -2.18879 -0.84143 1.66387 0.095
H -1.46706 -2.05622 2.77367 0.099
H -3.88618 -0.80104 3.06889 0.099
```

The relative energy (zero: lowest compared OMol25 entry of this formula, charge and spin) comes out at 57.3 kJ/mol. The value obtained for the LUMO energy is 0.397 eV. As for the structure (SMILES): C[C@H]1COC(=O)O1.C[C@H]1COC(=O)O1.C[C@H]1COC(=O)O1.C[C@H]1COC(=O)O1.C[C@H]1COC(=O)O1.C[C@H]1COC(=O)O1.OCCO.OCCO.

---

| no. | strongest force on any atom (hartree/bohr) |
| --- | --- |
| 1 | 0.0175 |
| 2 | 0.0689 |